Entry 1:
# C64H160BF4N8O8

A cluster of 9 separate species, C64H160BF4N8O8 in total at a distorted geometry (the ωB97M-V functional and the def2-TZVPD basis, the Open Molecules 2025 dataset).

Properties
E_LUMO ... -11.3 eV
Highest occupied orbital energy ... -20.627 eV
E_tot ... -3996.10589 Eh
Net charge ... +7

Each atom is followed by the atoms it is bonded to, with distances in Å.
Atoms and positions in Å:
1 C -6.75 -7.09 -2.04  C2 1.530, H11 1.091, H12 1.086, H13 1.090
2 C -5.27 -6.70 -1.97  C1 1.530, N3 1.519, H14 1.089, H15 1.091
3 N -4.48 -7.07 -0.73  C2 1.519, C4 1.514, C5 1.507, C7 1.526
4 C -5.34 -6.78 0.48  N3 1.514, H16 1.082, H17 1.085, H18 1.089
5 C -4.26 -8.56 -0.77  N3 1.507, C6 1.520, H19 1.091, H20 1.088
6 C -3.58 -9.18 0.44  C5 1.520, H21 1.095, H22 1.093, H23 1.090
7 C -3.15 -6.34 -0.67  N3 1.526, C8 1.518, H24 1.093, H25 1.088
8 C -3.16 -4.82 -0.62  C7 1.518, O9 1.410, H26 1.094, H27 1.100
9 O -3.91 -4.38 0.49  C8 1.410, C10 1.417
10 C -3.86 -2.97 0.62  O9 1.417, H28 1.096, H29 1.087, H30 1.097
11 H -7.41 -6.35 -1.59  C1 1.091
12 H -7.01 -8.05 -1.60  C1 1.086
13 H -7.00 -7.03 -3.10  C1 1.090
14 H -5.13 -5.63 -2.11  C2 1.089
15 H -4.70 -7.17 -2.77  C2 1.091
16 H -5.83 -5.82 0.36  C4 1.082
17 H -4.83 -6.84 1.44  C4 1.085
18 H -6.11 -7.56 0.49  C4 1.089
19 H -3.65 -8.80 -1.64  C5 1.091
20 H -5.20 -9.08 -0.89  C5 1.088
21 H -3.96 -8.89 1.42  C6 1.095
22 H -2.51 -8.98 0.56  C6 1.093
23 H -3.69 -10.26 0.48  C6 1.090
24 H -2.64 -6.67 -1.58  C7 1.093
25 H -2.57 -6.76 0.15  C7 1.088
26 H -3.50 -4.27 -1.50  C8 1.094
27 H -2.09 -4.57 -0.54  C8 1.100
28 H -2.82 -2.61 0.64  C10 1.096
29 H -4.37 -2.68 1.54  C10 1.087
30 H -4.33 -2.48 -0.24  C10 1.097
31 C 6.98 -0.85 -6.93  C32 1.505, H41 1.094, H42 1.089, H43 1.092
32 C 5.80 -1.48 -6.23  C31 1.505, N33 1.524, H44 1.089, H45 1.091
33 N 5.12 -0.61 -5.17  C32 1.524, C34 1.505, C35 1.512, C37 1.529
34 C 5.03 0.82 -5.64  N33 1.505, H46 1.090, H47 1.088, H48 1.086
35 C 3.71 -1.08 -4.91  N33 1.512, C36 1.525, H49 1.094, H50 1.087
36 C 3.54 -2.31 -4.03  C35 1.525, H51 1.088, H52 1.092, H53 1.088
37 C 6.00 -0.62 -3.93  N33 1.529, C38 1.535, H54 1.087, H55 1.089
38 C 5.53 0.32 -2.81  C37 1.535, O39 1.398, H56 1.099, H57 1.097
39 O 4.20 0.19 -2.43  C38 1.398, C40 1.420
40 C 3.97 0.94 -1.24  O39 1.420, H58 1.095, H59 1.099, H60 1.086
41 H 7.84 -0.70 -6.28  C31 1.094
42 H 6.80 0.09 -7.45  C31 1.089
43 H 7.41 -1.50 -7.70  C31 1.092
44 H 6.06 -2.42 -5.75  C32 1.089
45 H 5.05 -1.73 -6.98  C32 1.091
46 H 4.58 0.80 -6.63  C34 1.090
47 H 5.99 1.31 -5.74  C34 1.088
48 H 4.42 1.43 -4.97  C34 1.086
49 H 3.36 -1.37 -5.91  C35 1.094
50 H 3.03 -0.27 -4.67  C35 1.087
51 H 3.95 -2.18 -3.03  C36 1.088
52 H 4.05 -3.16 -4.50  C36 1.092
53 H 2.49 -2.56 -3.97  C36 1.088
54 H 6.98 -0.30 -4.27  C37 1.087
55 H 6.02 -1.65 -3.57  C37 1.089
56 H 5.73 1.33 -3.20  C38 1.099
57 H 6.22 0.21 -1.96  C38 1.097
58 H 4.27 1.99 -1.21  C40 1.095
59 H 4.62 0.53 -0.46  C40 1.099
60 H 2.95 0.90 -0.87  C40 1.086
61 C 5.26 -2.38 4.53  C62 1.521, H71 1.089, H72 1.091, H73 1.093
62 C 4.13 -2.36 5.55  C61 1.521, N63 1.537, H74 1.086, H75 1.087
63 N 3.74 -0.93 5.95  C62 1.537, C64 1.525, C65 1.524, C67 1.536
64 C 2.60 -1.09 6.95  N63 1.525, H76 1.084, H77 1.088, H78 1.082
65 C 4.97 -0.26 6.56  N63 1.524, C66 1.518, H79 1.087, H80 1.089
66 C 4.69 0.92 7.48  C65 1.518, H81 1.089, H82 1.091, H83 1.095
67 C 3.30 -0.11 4.73  N63 1.536, C68 1.526, H84 1.090, H85 1.090
68 C 2.32 -0.81 3.80  C67 1.526, O69 1.387, H86 1.098, H87 1.098
69 O 1.17 -1.16 4.49  C68 1.387, C70 1.418
70 C 0.08 -1.73 3.79  O69 1.418, H88 1.089, H89 1.093, H90 1.095
71 H 5.49 -3.41 4.26  C61 1.089
72 H 6.16 -1.90 4.91  C61 1.091
73 H 5.08 -1.86 3.59  C61 1.093
74 H 4.40 -2.93 6.44  C62 1.086
75 H 3.24 -2.76 5.08  C62 1.087
76 H 2.04 -0.16 7.02  C64 1.084
77 H 3.06 -1.34 7.90  C64 1.088
78 H 1.99 -1.90 6.58  C64 1.082
79 H 5.63 0.04 5.75  C65 1.087
80 H 5.46 -1.04 7.14  C65 1.089
81 H 4.51 1.86 6.97  C66 1.089
82 H 5.48 1.00 8.22  C66 1.091
83 H 3.84 0.81 8.16  C66 1.095
84 H 4.21 0.16 4.20  C67 1.090
85 H 3.01 0.83 5.20  C67 1.090
86 H 2.82 -1.66 3.31  C68 1.098
87 H 2.07 -0.18 2.94  C68 1.098
88 H -0.81 -1.77 4.42  C70 1.089
89 H 0.34 -2.76 3.53  C70 1.093
90 H -0.24 -1.14 2.92  C70 1.095
91 C -1.40 3.46 1.54  C92 1.522, H101 1.087, H102 1.091, H103 1.090
92 C -1.36 4.16 2.89  C91 1.522, N93 1.514, H104 1.091, H105 1.089
93 N -2.67 4.38 3.63  C92 1.514, C94 1.498, C95 1.525, C97 1.526
94 C -3.26 3.05 3.94  N93 1.498, H106 1.086, H107 1.088, H108 1.086
95 C -2.34 5.08 4.95  N93 1.525, C96 1.516, H109 1.088, H110 1.096
96 C -3.51 5.39 5.85  C95 1.516, H111 1.088, H112 1.091, H113 1.089
97 C -3.71 5.15 2.82  N93 1.526, C98 1.534, H114 1.084, H115 1.091
98 C -3.23 6.46 2.17  C97 1.534, O99 1.402, H116 1.098, H117 1.101
99 O -2.37 7.15 3.04  C98 1.402, C100 1.434
100 C -1.84 8.35 2.47  O99 1.434, H118 1.090, H119 1.097, H120 1.087
101 H -2.22 3.68 0.86  C91 1.087
102 H -1.36 2.38 1.69  C91 1.091
103 H -0.48 3.67 1.01  C91 1.090
104 H -0.93 5.16 2.78  C92 1.091
105 H -0.74 3.65 3.63  C92 1.089
106 H -2.50 2.35 4.27  C94 1.086
107 H -3.76 2.70 3.04  C94 1.088
108 H -4.03 3.16 4.71  C94 1.086
109 H -1.69 5.95 4.84  C95 1.088
110 H -1.60 4.43 5.42  C95 1.096
111 H -3.93 4.51 6.33  C96 1.088
112 H -4.32 5.89 5.30  C96 1.091
113 H -3.29 6.15 6.60  C96 1.089
114 H -4.59 5.31 3.43  C97 1.084
115 H -3.98 4.47 2.01  C97 1.091
116 H -4.16 6.94 1.82  C98 1.098
117 H -2.66 6.31 1.24  C98 1.101
118 H -2.41 8.82 1.67  C100 1.090
119 H -0.87 8.09 2.02  C100 1.097
120 H -1.72 9.03 3.31  C100 1.087
121 C -6.90 6.00 -3.33  C122 1.507, H131 1.094, H132 1.094, H133 1.089
122 C -7.22 5.55 -1.92  C121 1.507, N123 1.522, H134 1.087, H135 1.088
123 N -6.71 4.16 -1.58  C122 1.522, C124 1.504, C125 1.517, C127 1.536
124 C -7.33 3.80 -0.26  N123 1.504, H136 1.087, H137 1.085, H138 1.084
125 C -7.15 3.07 -2.54  N123 1.517, C126 1.548, H139 1.086, H140 1.089
126 C -8.68 3.02 -2.78  C125 1.548, H141 1.089, H142 1.089, H143 1.088
127 C -5.18 4.16 -1.48  N123 1.536, C128 1.537, H144 1.089, H145 1.088
128 C -4.50 2.88 -0.96  C127 1.537, O129 1.428, H146 1.094, H147 1.090
129 O -4.78 2.59 0.41  C128 1.428, C130 1.409
130 C -4.70 1.20 0.67  O129 1.409, H148 1.099, H149 1.096, H150 1.089
131 H -5.85 6.23 -3.51  C121 1.094
132 H -7.32 7.00 -3.48  C121 1.094
133 H -7.29 5.41 -4.16  C121 1.089
134 H -8.30 5.49 -1.80  C122 1.087
135 H -6.73 6.21 -1.21  C122 1.088
136 H -6.88 4.34 0.57  C124 1.087
137 H -7.09 2.76 -0.08  C124 1.085
138 H -8.41 3.90 -0.26  C124 1.084
139 H -6.83 2.11 -2.15  C125 1.086
140 H -6.68 3.21 -3.52  C125 1.089
141 H -9.05 3.94 -3.22  C126 1.089
142 H -9.27 2.86 -1.88  C126 1.089
143 H -8.87 2.18 -3.45  C126 1.088
144 H -4.92 4.96 -0.79  C127 1.089
145 H -4.76 4.33 -2.47  C127 1.088
146 H -3.43 3.11 -0.98  C128 1.094
147 H -4.71 2.01 -1.58  C128 1.090
148 H -3.74 0.71 0.45  C130 1.099
149 H -5.43 0.66 0.06  C130 1.096
150 H -4.81 1.01 1.73  C130 1.089
151 C 5.08 8.49 1.38  C152 1.526, H161 1.090, H162 1.088, H163 1.092
152 C 4.93 7.71 2.68  C151 1.526, N153 1.518, H164 1.092, H165 1.090
153 N 4.47 6.27 2.63  C152 1.518, C154 1.529, C155 1.493, C157 1.525
154 C 5.55 5.51 1.85  N153 1.529, H166 1.087, H167 1.086, H168 1.084
155 C 4.30 5.69 4.00  N153 1.493, C156 1.531, H169 1.092, H170 1.087
156 C 5.57 5.71 4.85  C155 1.531, H171 1.088, H172 1.093, H173 1.093
157 C 3.13 6.26 1.90  N153 1.525, C158 1.522, H174 1.086, H175 1.092
158 C 2.32 4.98 1.90  C157 1.522, O159 1.416, H176 1.096, H177 1.098
159 O 3.08 3.82 1.57  C158 1.416, C160 1.410
160 C 2.31 2.64 1.54  O159 1.410, H178 1.088, H179 1.095, H180 1.100
161 H 5.83 8.00 0.77  C151 1.090
162 H 5.37 9.54 1.46  C151 1.088
163 H 4.13 8.54 0.83  C151 1.092
164 H 4.25 8.18 3.40  C152 1.092
165 H 5.92 7.78 3.14  C152 1.090
166 H 5.39 5.80 0.82  C154 1.087
167 H 5.29 4.47 2.00  C154 1.086
168 H 6.56 5.77 2.14  C154 1.084
169 H 4.13 4.62 3.86  C155 1.092
170 H 3.48 6.14 4.55  C155 1.087
171 H 5.45 5.25 5.83  C156 1.088
172 H 5.90 6.74 4.98  C156 1.093
173 H 6.47 5.24 4.45  C156 1.093
174 H 3.26 6.69 0.91  C157 1.086
175 H 2.61 7.01 2.49  C157 1.092
176 H 1.51 5.05 1.16  C158 1.096
177 H 1.86 4.81 2.88  C158 1.098
178 H 2.96 1.76 1.60  C160 1.088
179 H 1.66 2.54 0.67  C160 1.095
180 H 1.62 2.57 2.39  C160 1.100
181 C 6.04 -5.07 0.49  C182 1.525, H191 1.091, H192 1.088, H193 1.094
182 C 4.72 -5.00 1.24  C181 1.525, N183 1.499, H194 1.087, H195 1.090
183 N 3.74 -6.05 0.81  C182 1.499, C184 1.529, C185 1.526, C187 1.520
184 C 3.44 -5.91 -0.68  N183 1.529, H196 1.085, H197 1.085, H198 1.085
185 C 4.19 -7.49 1.01  N183 1.526, C186 1.519, H199 1.088, H200 1.089
186 C 4.54 -7.86 2.44  C185 1.519, H201 1.095, H202 1.091, H203 1.092
187 C 2.42 -5.89 1.55  N183 1.520, C188 1.535, H204 1.091, H205 1.088
188 C 1.42 -4.84 1.03  C187 1.535, O189 1.420, H206 1.095, H207 1.096
189 O 1.99 -3.54 1.09  C188 1.420, C190 1.423
190 C 1.21 -2.59 0.38  O189 1.423, H208 1.089, H209 1.098, H210 1.093
191 H 6.00 -4.97 -0.60  C181 1.091
192 H 6.63 -5.93 0.81  C181 1.088
193 H 6.65 -4.18 0.67  C181 1.094
194 H 4.26 -4.02 1.15  C182 1.087
195 H 4.91 -5.20 2.29  C182 1.090
196 H 3.19 -4.87 -0.87  C184 1.085
197 H 2.66 -6.63 -0.90  C184 1.085
198 H 4.38 -6.21 -1.13  C184 1.085
199 H 5.02 -7.77 0.37  C185 1.088
200 H 3.34 -8.12 0.73  C185 1.089
201 H 3.86 -7.49 3.22  C186 1.095
202 H 5.54 -7.59 2.79  C186 1.091
203 H 4.48 -8.93 2.67  C186 1.092
204 H 2.65 -5.64 2.59  C187 1.091
205 H 1.98 -6.88 1.63  C187 1.088
206 H 0.47 -4.90 1.57  C188 1.095
207 H 1.13 -5.01 -0.01  C188 1.096
208 H 1.46 -1.56 0.65  C190 1.089
209 H 0.18 -2.67 0.75  C190 1.098
210 H 1.18 -2.69 -0.71  C190 1.093
211 C -1.19 -2.59 -3.33  C212 1.557, H221 1.087, H222 1.091, H223 1.088
212 C -1.35 -2.00 -4.76  C211 1.557, N213 1.496, H224 1.088, H225 1.091
213 N -2.41 -0.97 -5.00  C212 1.496, C214 1.519, C215 1.538, C217 1.528
214 C -3.80 -1.53 -4.74  N213 1.519, H226 1.086, H227 1.090, H228 1.086
215 C -2.24 0.29 -4.13  N213 1.538, C216 1.533, H229 1.091, H230 1.087
216 C -1.04 1.18 -4.48  C215 1.533, H231 1.086, H232 1.090, H233 1.091
217 C -2.34 -0.45 -6.43  N213 1.528, C218 1.515, H234 1.088, H235 1.088
218 C -2.69 -1.41 -7.55  C217 1.515, O219 1.419, H236 1.094, H237 1.096
219 O -4.09 -1.53 -7.75  C218 1.419, C220 1.421
220 C -4.38 -2.62 -8.61  O219 1.421, H238 1.093, H239 1.098, H240 1.087
221 H -0.84 -3.61 -3.41  C211 1.087
222 H -2.15 -2.58 -2.81  C211 1.091
223 H -0.53 -1.92 -2.77  C211 1.088
224 H -1.46 -2.79 -5.50  C212 1.088
225 H -0.37 -1.57 -4.98  C212 1.091
226 H -3.92 -2.44 -5.33  C214 1.086
227 H -4.47 -0.80 -5.18  C214 1.090
228 H -4.03 -1.62 -3.68  C214 1.086
229 H -2.10 -0.08 -3.11  C215 1.091
230 H -3.19 0.82 -4.18  C215 1.087
231 H -0.75 1.77 -3.62  C216 1.086
232 H -1.29 1.83 -5.32  C216 1.090
233 H -0.20 0.61 -4.87  C216 1.091
234 H -1.27 -0.29 -6.55  C217 1.088
235 H -2.92 0.46 -6.57  C217 1.088
236 H -2.20 -2.39 -7.46  C218 1.094
237 H -2.38 -0.91 -8.48  C218 1.096
238 H -4.16 -3.57 -8.11  C220 1.093
239 H -3.75 -2.63 -9.51  C220 1.098
240 H -5.37 -2.62 -9.04  C220 1.087
241 B -0.67 0.44 -0.57  F242 1.413, F243 1.387, F244 1.425, F245 1.412
242 F -1.44 -0.74 -0.69  B241 1.413
243 F -1.47 1.54 -0.88  B241 1.387
244 F -0.16 0.52 0.76  B241 1.425
245 F 0.38 0.30 -1.49  B241 1.412

These are the Mulliken partial charges, in e, on atoms 1 to 4: -1.231, -0.173, 0.275, -1.138

=====

Entry 2:
# C3H3F2NS

A cluster of 2 separate species, C3H3F2NS in total at a distorted geometry (the ωB97M-V functional and the def2-TZVPD basis, the Open Molecules 2025 dataset).

Properties
E_LUMO (alpha / beta) ... -0.8 / -0.8 eV
Highest occupied orbital energy (alpha / beta) ... -8.518 / -8.520 eV
E_tot ... -768.55199 Eh

Each atom is followed by the atoms it is bonded to, with distances in Å.
Atoms and positions in Å:
1 C -1.05 1.27 0.43  S7 1.621, H8 1.248
2 C 1.74 3.26 0.86  N4 1.241, F5 1.291
3 C 0.75 2.42 -1.23  N4 1.268, S7 1.828, H10 1.042
4 N 1.05 3.01 -0.15  C2 1.241, C3 1.268
5 F 1.76 4.28 1.65  C2 1.291
6 F 1.26 -3.80 1.93  H9 0.995
7 S -0.69 1.29 -1.15  C1 1.621, C3 1.828
8 H -1.97 0.43 0.49  C1 1.248
9 H 1.20 -4.36 1.11  F6 0.995
10 H 1.16 2.43 -2.19  C3 1.042

These are the natural (NBO) partial charges, in e, on atoms 1 to 4: -0.516, 0.523, -0.148, -0.381

=====

Entry 3:
# C2H5NO2

The molecule C2H5NO2 at a distorted geometry (the ωB97M-V functional and the def2-TZVPD basis, the Open Molecules 2025 dataset).

Properties
E_LUMO ... 0.6 eV
Highest occupied orbital energy ... -9.631 eV
SMILES ... CNC(=O)O
E_tot ... -284.43219 Eh

Each atom is followed by the atoms it is bonded to, with distances in Å.
Atoms and positions in Å:
1 C -0.16 -1.30 -0.64  N2 1.493, H6 1.086, H7 1.126, H8 1.119
2 N -0.13 0.18 -0.46  C1 1.493, C3 1.412, H9 1.003
3 C 0.35 1.06 0.54  N2 1.412, O4 1.339, O5 1.221
4 O -0.08 0.93 1.80  C3 1.339, H10 0.987
5 O 1.06 1.99 0.18  C3 1.221
6 H 0.73 -1.83 -0.94  C1 1.086
7 H -0.59 -1.83 0.26  C1 1.126
8 H -0.79 -1.47 -1.55  C1 1.119
9 H 0.12 0.54 -1.36  N2 1.003
10 H -0.51 1.74 2.18  O4 0.987

These are the natural (NBO) partial charges, in e, on atoms 1 to 4: -0.415, -0.653, 0.886, -0.719